C19H18N2O4S | ωB97M-V with the def2-TZVPD basis set

Summary:
Gap between HOMO and LUMO (eV): 7.17
LUMO energy (eV): -0.734
Structure (SMILES): CCOC(=O)/C(=C\c1cccc(O)c1)c1nc2sc(C)c(C)c2c(=O)[nH]1
Energy above the lowest of the compared OMol25 structures with the same formula, charge and spin (kcal per mole): 58.86
HOMO (eV): -7.9
Multiplicity: 1

Each line ends with the Mulliken charge.
Element x y z (Å)
C (-4.56019, -2.63370, -0.27737)  -1.164
C (-3.34299, -2.19060, -1.08231)  -0.169
O (-2.43757, -1.41387, -0.30113)  -0.254
C (-1.38930, -0.85244, -0.98613)  0.258
O (-1.11020, -1.05527, -2.17658)  -0.669
C (-0.55499, 0.13244, -0.27775)  0.667
C (-1.11097, 1.17888, 0.47713)  -0.752
C (-2.53975, 1.51745, 0.47825)  0.347
C (-3.30615, 1.58821, -0.68296)  -0.482
C (-4.67571, 1.89139, -0.57659)  -0.602
C (-5.28863, 2.11981, 0.66717)  -0.575
C (-4.55473, 2.04820, 1.84667)  0.697
O (-5.15638, 2.19716, 3.09194)  -0.555
C (-3.17899, 1.73969, 1.73141)  -0.592
C (0.89968, -0.02513, -0.30619)  0.125
N (1.64817, 0.74150, 0.47885)  -0.460
C (3.03231, 0.61237, 0.46270)  0.095
S (4.16809, 1.58619, 1.35728)  -0.292
C (5.53141, 0.67991, 0.74233)  0.831
C (7.00297, 0.98077, 1.02945)  -1.164
C (5.12924, -0.35608, -0.08035)  -0.242
C (6.00807, -1.35770, -0.79563)  -1.322
C (3.66592, -0.37150, -0.25697)  0.385
C (2.81375, -1.16512, -1.12728)  0.373
O (3.21330, -1.99530, -1.91155)  -0.731
N (1.49303, -0.92975, -1.14166)  0.012
H (-5.20158, -3.27808, -0.89466)  0.372
H (-5.12577, -1.73230, 0.03536)  0.263
H (-4.23436, -3.21001, 0.59112)  0.317
H (-3.69498, -1.60706, -1.92315)  0.300
H (-2.81002, -3.08707, -1.48835)  0.317
H (-0.46392, 1.82271, 1.08033)  0.547
H (-2.87664, 1.43596, -1.66179)  0.520
H (-5.16592, 1.92872, -1.53905)  0.403
H (-6.36620, 2.26359, 0.72023)  0.396
H (-4.59073, 1.86261, 3.80053)  0.301
H (-2.58719, 1.70472, 2.65137)  0.340
H (7.25606, 0.76868, 2.04788)  0.294
H (7.67214, 0.43202, 0.37428)  0.320
H (7.18739, 2.07700, 0.89001)  0.309
H (5.67331, -1.37319, -1.81885)  0.346
H (5.86542, -2.35080, -0.43060)  0.293
H (7.07921, -1.12299, -0.81156)  0.321
H (0.98442, -1.20206, -2.00581)  0.274